Entry 1:
{"formula": "H4INP2", "method": "wB97M-V/def2-TZVPD", "elements": ["N", "P", "P", "I", "H", "H", "H", "H"], "positions_angstrom": [[1.2112, -0.4686, 0.2476], [-1.5596, -0.4770, -0.1483], [0.2478, 0.9342, 0.1914], [3.2801, 0.0012, -0.2117], [0.8011, -1.2353, -0.2846], [-1.8180, -0.7151, 1.3039], [-2.5890, 0.4671, 0.0837], [0.4264, 1.4935, -1.1820]], "atomic_forces_ev_per_a": [[1.73, 0.08, -0.07], [-0.30, 0.72, 1.68], [-0.98, 0.53, -0.35], [-1.78, -0.65, 0.27], [0.95, -0.05, -0.39], [0.82, -0.12, -1.18], [-0.01, 0.30, -0.67], [-0.42, -0.81, 0.72]], "mulliken_charge": [-0.542, -0.230, 0.091, 0.125, 0.316, 0.092, 0.085, 0.063], "relative_energy_kj_mol": 60.8, "orbital_gap_ev": 7.818, "largest_force_ev_per_a": 1.92, "homo_energy_ev": -8.7987, "charge": 0}

Entry 2:
{"formula": "H4N2O2S", "method": "wB97M-V/def2-TZVPD", "elements": ["N", "N", "O", "O", "S", "H", "H", "H", "H"], "positions_angstrom": [[0.9359, -0.1497, 0.4460], [1.6214, 0.0938, -0.4922], [-1.5917, 1.1514, 0.3474], [-1.7995, -1.4159, 0.5162], [-1.4610, -0.2104, -0.5135], [2.4100, -0.3556, -0.9319], [1.5133, 1.0061, -0.9667], [-0.6751, 1.5282, 0.6656], [-0.9534, -1.6478, 0.9289]], "atomic_forces_ev_per_a": [[-0.84, -1.36, 1.94], [1.09, 3.02, -1.72], [1.74, 1.40, 0.73], [0.38, -0.03, 0.35], [-0.82, 0.21, -0.70], [0.54, -1.70, 0.17], [-0.05, 0.28, -0.29], [-1.97, -1.67, -0.68], [-0.07, -0.15, 0.20]], "mulliken_charge": [-0.607, 0.159, -0.440, -0.422, 0.166, 0.205, 0.215, 0.361, 0.362], "relative_energy_kj_mol": 365.8, "orbital_gap_ev": 8.562, "largest_force_ev_per_a": 3.65, "homo_energy_ev": -8.1145, "charge": 0}